1.
# C24H28N2O5S

A structure of composition C24H28N2O5S (the ωB97M-V functional and the def2-TZVPD basis, OMol25).

```
60
Properties=species:S:1:pos:R:3:forces:R:3
C -0.7836 -4.0242 0.8005 3.064 1.944 9.814
C -1.7859 -3.5018 1.6169 -3.452 -1.287 0.659
H -2.6611 -4.0514 1.5165 -1.422 -2.602 0.426
H -1.5477 -3.5039 2.6331 0.492 0.640 1.725
O -2.2925 -2.3235 1.2266 1.415 5.282 4.745
C -2.9506 -1.9229 0.1828 -0.350 0.042 -2.946
O -3.4613 -3.0851 -0.3743 0.269 1.087 -2.657
C -4.7816 -2.9492 -0.9571 0.590 1.044 1.518
C -5.1853 -2.0261 -2.0882 -3.215 0.940 5.599
H -4.8462 -1.0627 -1.7749 -0.486 1.147 0.269
H -4.6539 -2.1497 -2.8717 3.279 -1.578 -5.835
H -6.3042 -2.0259 -2.2848 1.508 -0.130 0.345
H -5.3126 -2.8846 -0.0504 -1.694 1.538 1.001
H -4.9520 -3.9233 -1.0548 -0.953 -4.219 -1.937
H -3.7295 -1.1550 0.2311 -0.696 -0.294 1.558
C -1.9509 -1.1033 -0.6322 1.148 -4.749 -5.987
N -1.6203 0.0914 -0.1733 -2.880 10.473 2.068
C -0.6397 0.5070 0.6648 2.423 3.312 0.089
N -0.3216 1.8029 1.0951 -2.744 -4.226 0.047
C -1.3464 2.7483 1.0501 -1.057 -4.918 -7.318
C -1.1651 3.9447 1.4448 1.701 7.879 6.231
C -2.1240 5.0672 1.4513 0.554 -7.406 -4.891
C -3.1117 4.8979 0.5137 0.269 -1.602 2.637
C -3.3804 3.6124 0.0347 -1.379 0.820 -5.474
C -2.4287 2.6815 -0.1514 3.551 -4.335 6.215
C -2.5591 1.2288 -0.5215 -5.180 -3.769 -3.919
O -3.5750 0.7268 -1.2254 4.279 3.348 3.069
H -4.1240 3.5472 -0.8207 -0.013 0.092 1.551
H -3.8707 5.5626 0.3933 -1.871 2.205 -0.476
H -1.8172 5.8958 1.8321 1.415 5.197 2.581
H -0.2530 4.1922 2.1299 -1.437 -0.822 -1.268
S 0.5825 -0.7001 0.7044 2.370 0.840 2.197
C 2.0263 0.3705 1.5249 1.271 -8.016 0.690
C 3.0771 0.3161 0.4864 -1.752 2.885 0.325
C 4.2694 -0.2734 0.7047 1.802 4.087 -5.597
C 5.3812 0.0985 -0.1892 0.832 -4.077 -3.001
C 5.1603 0.6791 -1.5375 0.263 -1.416 8.242
C 3.9344 1.3411 -1.3179 3.944 4.187 -13.387
C 2.8863 1.2557 -0.6401 -4.787 -3.140 7.387
O 1.5722 1.9213 -0.6861 6.081 -6.697 7.214
C 1.5031 2.5291 -1.7381 -8.576 4.607 -9.702
H 0.2684 3.0481 -1.5185 3.019 -1.139 -1.544
H 2.0129 3.4126 -1.9182 1.826 1.598 -0.177
H 1.4263 1.8951 -2.8043 0.250 1.333 2.577
H 3.7042 1.9696 -2.5517 0.374 -1.171 3.705
H 6.0930 0.6883 -2.0944 -0.791 0.621 -0.872
C 6.7328 -0.8865 -0.0282 -0.307 9.105 -10.257
O 7.6671 -0.7802 -0.8479 -2.254 -0.126 0.805
C 6.8613 -1.5601 1.0422 -4.445 -4.953 10.027
H 7.6940 -2.0323 1.1672 5.436 -2.708 0.157
H 6.7614 -1.0092 2.0034 -0.461 0.085 -0.665
H 6.1085 -2.3963 1.1077 0.192 0.812 0.059
H 4.6123 -0.7355 1.4968 0.565 -2.529 4.227
H 2.3946 -0.2501 2.5122 -1.046 1.369 -2.460
H 1.6512 1.2257 1.8414 -1.737 4.077 0.815
H -0.8965 -1.5204 -0.5994 -1.487 -1.167 -0.763
H -2.3382 -1.0284 -1.8241 1.214 -0.102 3.225
H -0.0402 -3.3749 0.8205 4.116 2.498 0.143
H -0.5303 -4.9264 1.0664 1.811 -4.855 1.904
H -1.0395 -4.0912 -0.0188 -4.847 -1.058 -14.711
```
Forces are in eV/Å.

Frontier orbital gap ... 7.70 eV
Maximum force ... 15.5 eV/Å
HOMO level ... -8.14 eV
Relative energy (zero: lowest compared OMol25 entry of this formula, charge and spin) ... 21.571 eV



2.
# C4H4N4

An isolated molecule of C4H4N4 (the ωB97M-V functional and the def2-TZVPD basis, OMol25).

```
12
Properties=species:S:1:pos:R:3:forces:R:3
C -1.5374 1.4188 -1.9630 -1.990 0.334 -3.482
C -0.9532 1.0080 -1.0167 1.516 0.013 0.316
C -0.0243 0.5725 -0.0451 -1.922 -3.502 -2.229
N 0.3708 1.1818 0.9778 -0.189 1.259 1.518
N 0.8647 0.2637 1.7858 3.207 -0.770 3.266
C 0.9335 -0.9224 1.2387 -0.379 -0.131 -0.078
N 0.2758 -0.8293 0.0727 0.033 3.500 1.154
N 0.0380 -1.8331 -0.7458 0.386 -1.645 -4.458
H -2.0500 1.6030 -2.9566 0.860 -0.062 2.151
H 1.4334 -1.8845 1.5578 -0.876 1.575 -0.080
H 0.1626 -1.5031 -1.7330 0.377 -0.493 1.096
H -0.9031 -2.1589 -0.7851 -1.023 -0.078 0.824
```
Forces are in eV/Å.

Frontier orbital gap ... 10.02 eV
Maximum force ... 4.8 eV/Å
HOMO level ... -9.33 eV
Relative energy (zero: lowest compared OMol25 entry of this formula, charge and spin) ... 3.925 eV



3.
# C26H27N5O12P

A cluster of 4 separate species, C26H27N5O12P in total (the ωB97M-V functional and the def2-TZVPD basis, OMol25).

```
71
Properties=species:S:1:pos:R:3:forces:R:3
C -1.3247 -1.7113 1.0041 5.674 4.542 -0.182
C -0.3211 -0.8474 0.9082 -3.767 -4.698 2.036
N 1.0532 -0.2805 1.1167 -3.136 -4.286 -4.625
C 2.1276 -0.7307 0.1894 1.026 5.691 6.913
N 3.2566 0.0021 0.7639 -2.756 -0.419 0.339
C 2.8367 0.8139 1.9106 -2.690 -2.332 -1.970
N 3.5438 1.6123 2.7371 -0.467 0.629 -0.919
C 5.0298 1.7832 2.5613 1.391 0.614 -0.922
C 5.4573 2.4011 1.1173 1.060 0.463 0.095
C 7.0785 2.1545 1.0088 -0.470 -0.221 1.072
C 7.4584 0.6008 0.7298 -0.260 0.370 0.310
P 2.8244 2.4944 4.1372 0.591 -2.502 2.931
N 3.0969 1.5815 5.4233 -1.128 1.344 -1.374
N 1.3945 0.6005 2.0935 4.290 0.087 -1.248
H -2.1856 -2.4799 1.1274 1.860 2.011 -0.563
H 2.0568 -1.4477 -0.7039 -0.042 1.321 1.736
H 5.5452 0.7649 2.7273 -0.905 1.624 -0.218
H 5.4211 2.5494 3.3497 -0.896 -1.610 -1.173
H 5.3098 3.5578 1.0635 -0.027 -2.062 0.414
H 4.8773 1.9568 0.2311 0.961 0.396 1.466
H 7.4767 2.3955 2.0809 -0.490 -0.105 -1.994
H 7.5514 2.9026 0.2784 -0.779 -1.297 1.018
H 7.7201 0.0849 1.7310 -0.312 0.800 -1.703
H 6.5122 0.0749 0.3328 1.695 0.649 0.283
H 8.3684 0.5132 0.0157 -1.762 0.027 1.191
H 3.5040 3.7660 4.2064 -0.391 -0.842 -0.904
H 1.4040 2.6805 3.9922 0.790 0.386 -0.851
H 2.2172 1.3216 5.9034 0.802 0.134 -0.326
H 0.7712 1.0010 2.8093 0.116 -0.747 -0.887
C -3.6680 3.6159 -2.7231 -0.218 -0.343 -0.113
C -2.5240 4.0410 -2.1819 -0.161 1.526 -0.209
C -1.5309 3.0842 -1.6158 0.416 -0.549 0.238
O -0.4852 3.5045 -1.1447 -0.332 0.122 -0.093
C -1.8596 1.6547 -1.6449 0.273 0.393 0.103
C -3.0048 1.2298 -2.1827 0.109 -1.679 0.264
C -3.9850 2.1842 -2.7732 -0.573 0.733 -0.358
O -5.0137 1.7596 -3.2729 0.712 -0.222 0.398
O -3.3226 -0.0984 -2.2131 -0.215 1.572 -0.221
O -2.2184 5.3714 -2.1268 0.273 -1.568 0.265
H -4.3965 4.2993 -3.1394 0.036 -0.021 0.015
H -1.1383 0.9726 -1.2149 -0.047 -0.003 -0.047
H -4.1965 -0.1471 -2.6524 0.166 -0.070 0.004
H -1.3426 5.4197 -1.6939 -0.188 0.087 -0.130
C 3.1193 -3.2932 2.8816 0.604 0.278 -0.068
C 2.1723 -4.1708 3.1919 -1.211 0.680 -0.428
C 2.4975 -5.4788 3.8259 0.292 -0.935 0.445
O 1.5987 -6.2511 4.1137 0.023 0.586 -0.286
C 3.9116 -5.7856 4.0756 -0.383 0.017 -0.036
C 4.8656 -4.9039 3.7603 1.204 -0.842 0.459
C 4.5314 -3.5847 3.1509 -0.018 0.650 -0.293
O 5.4234 -2.7930 2.8907 -0.147 -0.389 0.163
O 6.1848 -5.1781 3.9848 -1.267 0.934 -0.507
O 0.8643 -3.8903 2.9352 0.773 -0.846 0.461
H 2.8852 -2.3413 2.4235 0.061 -0.020 0.042
H 4.1390 -6.7454 4.5201 -0.010 0.043 -0.010
H 6.6715 -4.3880 3.6748 -0.011 -0.219 0.105
H 0.3590 -4.6691 3.2464 0.100 0.136 -0.036
C -7.8661 -1.3623 -5.7388 0.349 0.230 0.058
C -9.1839 -1.5059 -5.5819 -0.161 -1.481 -0.508
C -10.0281 -0.3969 -5.0530 -0.487 0.699 0.339
O -11.2324 -0.5558 -4.9400 0.433 -0.301 -0.150
C -9.3624 0.8568 -4.6807 -0.328 -0.295 -0.035
C -8.0438 0.9996 -4.8342 0.165 1.575 0.523
C -7.2040 -0.1003 -5.3890 0.404 -0.628 -0.321
O -6.0034 0.0690 -5.5339 -0.371 0.181 0.138
O -7.4133 2.1612 -4.4884 -0.251 -1.528 -0.807
O -9.8115 -2.6765 -5.9015 0.087 1.471 0.520
H -7.2425 -2.1586 -6.1237 -0.038 0.037 -0.005
H -9.9839 1.6474 -4.2816 0.024 -0.025 -0.032
H -6.4660 2.0158 -4.6949 -0.232 0.113 0.277
H -10.7576 -2.5276 -5.7004 0.166 -0.067 -0.071
```
Forces are in eV/Å.

Frontier orbital gap ... 6.56 eV
Maximum force ... 9.0 eV/Å
Net charge ... +1
HOMO level ... -10.91 eV



4.
# C5H11O2

A cluster of 2 separate species, C5H11O2 in total (the ωB97M-V functional and the def2-TZVPD basis, OMol25).

```
18
Properties=species:S:1:pos:R:3:forces:R:3
C 2.4700 -2.1898 -0.1377 -1.113 1.972 -1.001
C 3.2283 -1.4069 0.9706 1.586 0.532 -0.678
H 1.5014 -2.4959 0.2386 -0.431 0.426 0.219
H 2.2777 -1.3692 -0.8743 -0.237 -1.217 -0.043
H 2.7212 -3.1183 -0.6810 1.322 0.603 0.564
H 2.7386 -1.6793 1.8996 1.036 -0.220 0.602
H 3.1522 -0.2699 0.9507 -0.704 -1.390 -0.599
H 4.3683 -1.4662 0.8428 -1.501 -0.681 0.927
C -0.5250 1.2726 0.1496 -1.744 -2.003 1.552
C -1.1911 1.9118 1.4273 -0.654 0.920 -0.849
C -1.4389 0.3450 -0.7885 -0.729 1.254 1.858
O -2.5061 -0.0517 -0.2250 1.121 -0.100 -0.818
O -1.0460 0.2725 -1.9586 0.080 -0.576 -0.466
H -0.0262 1.9792 -0.4358 0.228 1.511 -1.164
H 0.3185 0.7644 0.5917 0.372 -1.036 -0.117
H -2.3677 1.9968 1.4922 2.464 0.186 -0.820
H -0.5869 2.8541 1.3328 -1.369 0.056 1.138
H -0.9396 1.4425 2.3835 0.274 -0.237 -0.308
```
Forces are in eV/Å.

Frontier orbital gap ... 7.26 eV
Maximum force ... 3.1 eV/Å
Net charge ... -1
HOMO level ... -3.82 eV
Relative energy (zero: lowest compared OMol25 entry of this formula, charge and spin) ... 1.776 eV



5.
# C16H31Br12OS

A structure of composition C16H31Br12OS (the ωB97M-V functional and the def2-TZVPD basis, OMol25).

```
61
Properties=species:S:1:pos:R:3:forces:R:3
C 1.2724 -1.3236 5.1833 0.180 -0.137 0.056
O 0.2742 -1.3562 4.1910 -0.057 0.162 -0.040
C 0.4202 -2.4498 3.2999 0.486 -0.040 -0.379
C 1.3730 -2.1148 2.1472 -0.552 0.682 0.449
C 0.7107 -1.1468 1.1720 -0.022 -0.229 -0.522
C -0.2398 -1.8333 0.1896 0.469 -0.061 -0.040
C -0.6203 -1.0248 -1.0572 -0.366 -0.185 0.345
C -0.9584 0.4444 -0.8213 0.284 0.035 0.205
C 0.1976 1.4439 -0.7175 -0.166 -0.049 -0.021
C 1.2604 1.3588 -1.8013 0.364 0.531 0.055
C 2.5478 2.1629 -1.4854 -0.853 -0.642 -0.081
C 2.3299 3.4106 -0.6320 0.699 0.096 -0.137
C 2.6673 3.0940 0.8279 -0.077 -0.107 0.003
S 1.4792 3.8843 1.9571 0.219 0.693 -0.098
H 1.2133 -0.3828 5.7194 -0.188 0.149 0.026
H 2.2780 -1.4006 4.7659 0.127 -0.015 -0.131
H 1.1533 -2.1378 5.9006 -0.085 -0.101 0.050
H -0.5575 -2.6430 2.8747 -0.299 -0.187 0.168
H 0.7784 -3.3331 3.8306 -0.142 -0.116 0.149
H 2.2360 -1.6108 2.5744 0.351 -0.153 0.080
H 1.7063 -3.0091 1.6305 0.064 -0.192 -0.046
H 0.1702 -0.3735 1.7147 0.051 0.190 0.229
H 1.4905 -0.6605 0.5875 0.191 0.168 -0.112
H 0.2716 -2.7303 -0.1535 -0.029 -0.212 -0.097
H -1.1233 -2.1961 0.7068 -0.268 0.112 0.125
H -1.5259 -1.4741 -1.4580 -0.081 -0.170 -0.190
H 0.1415 -1.1840 -1.8142 0.154 0.232 -0.188
H -1.5251 0.4956 0.1073 -0.200 0.100 0.107
H -1.6308 0.8090 -1.5889 -0.133 -0.074 -0.296
H 0.6409 1.3934 0.2744 0.245 -0.249 0.214
H -0.2464 2.4365 -0.7856 -0.184 0.216 0.048
H 1.5752 0.3411 -1.9983 -0.104 -0.236 -0.010
H 0.8325 1.7454 -2.7250 -0.096 -0.070 -0.150
H 3.0309 2.4006 -2.4209 0.156 0.248 -0.168
H 3.2262 1.4900 -0.9671 0.304 -0.002 0.119
H 1.3407 3.8355 -0.7503 -0.288 -0.032 -0.050
H 3.0260 4.1760 -0.9587 0.049 0.227 -0.023
H 3.6305 3.5081 1.1043 0.116 0.151 0.202
H 2.6870 2.0334 1.0441 -0.208 -0.165 0.040
H 0.3097 3.3280 1.5754 0.146 -0.380 0.127
H 1.7008 3.2116 3.1006 -0.273 -0.222 -0.022
C -5.1576 1.3206 -1.8868 0.044 0.023 0.019
Br -4.7741 0.5423 -0.1679 -0.033 0.019 -0.034
Br -4.9606 3.2363 -1.8585 0.014 -0.076 0.008
Br -4.0988 0.5174 -3.2806 -0.056 0.009 0.028
H -6.1946 1.1059 -2.1061 -0.006 0.010 0.008
C 6.4046 2.0474 -2.9673 -0.101 -0.090 0.057
Br 6.9132 1.3860 -1.2310 -0.042 0.022 -0.052
Br 5.2873 0.7917 -3.9058 0.047 0.049 0.042
Br 5.5656 3.7784 -2.8377 0.096 0.058 -0.032
H 7.3087 2.1722 -3.5450 0.017 0.019 -0.001
C -9.1445 -0.0056 -0.5207 0.102 0.014 0.089
Br -8.8505 -0.7070 1.2467 -0.008 0.039 -0.085
Br -8.7518 1.8789 -0.6112 0.004 -0.032 0.003
Br -8.1395 -0.9807 -1.8430 -0.028 -0.044 -0.021
H -10.1917 -0.1324 -0.7517 -0.016 0.008 -0.016
C -0.2033 -5.9789 -1.7131 0.033 0.000 0.085
Br 0.7574 -7.2563 -0.6430 -0.035 0.078 -0.043
Br -1.6581 -5.1851 -0.7316 0.022 -0.037 -0.044
Br 0.9756 -4.6366 -2.4414 -0.030 -0.035 0.010
H -0.6321 -6.5126 -2.5481 -0.006 0.001 -0.021
```
Forces are in eV/Å.

Frontier orbital gap ... 8.44 eV
Maximum force ... 1.1 eV/Å
Net charge ... +1
HOMO level ... -11.82 eV



6.
# C16H12F3N2O3Pb

A structure of composition C16H12F3N2O3Pb (the ωB97M-V functional and the def2-TZVPD basis, OMol25).

```
37
Properties=species:S:1:pos:R:3:forces:R:3
Pb -1.2890 -1.5229 -0.7436 0.037 -0.370 -0.095
C 2.6094 -5.3212 1.3140 0.019 -0.145 0.048
O 1.7263 -4.2661 1.5993 -0.023 0.017 -0.149
C 2.2380 -3.0012 1.4695 -0.025 0.003 0.012
C 3.5685 -2.7093 1.6343 0.016 0.004 0.001
C 4.0277 -1.3907 1.5059 0.108 0.073 -0.010
C 3.1344 -0.3959 1.2080 -0.022 0.025 -0.017
C 1.7693 -0.6684 0.9982 0.146 -0.344 0.087
C 0.9265 0.4551 0.6739 -0.173 0.151 -0.100
N -0.2226 0.4174 0.1025 0.103 -0.347 -0.001
N -0.8669 1.6210 -0.0310 -0.087 0.522 0.168
C -1.9572 1.5540 -0.7556 0.300 -0.132 -0.206
O -2.3875 0.5486 -1.4105 0.052 0.009 0.138
C -2.7691 2.8096 -0.7764 -0.214 0.013 -0.013
C -4.1419 2.7066 -0.9839 0.027 -0.002 -0.049
C -4.9469 3.8350 -0.9518 0.018 0.017 0.005
C -4.3820 5.0839 -0.7341 -0.050 0.025 -0.009
C -3.0103 5.1953 -0.5482 -0.004 0.018 0.003
C -2.2081 4.0647 -0.5633 0.053 -0.014 0.041
C 1.2762 -1.9939 1.1315 0.038 0.092 0.158
O 0.0343 -2.3208 1.0017 0.043 0.128 -0.276
H 1.9966 -6.2071 1.1495 -0.003 0.018 0.024
H 3.2978 -5.5264 2.1431 -0.002 0.040 -0.010
H 3.1945 -5.1187 0.4115 -0.010 0.021 0.010
H 4.2772 -3.4945 1.8692 -0.050 -0.002 -0.003
H 5.0804 -1.1727 1.6331 -0.015 0.016 0.014
H 3.4773 0.6279 1.1021 -0.009 0.001 0.006
H 1.3136 1.4437 0.9243 -0.041 0.036 -0.025
H -4.5632 1.7272 -1.1676 0.024 -0.009 0.004
H -6.0165 3.7377 -1.0935 0.001 0.016 -0.017
H -5.0081 5.9681 -0.7116 0.008 -0.002 0.000
H -2.5669 6.1697 -0.3821 0.014 -0.006 -0.012
H -1.1407 4.1372 -0.4032 -0.012 -0.021 0.015
F 0.2261 -2.4324 -3.4915 -0.017 0.084 0.141
C 0.5709 -1.6958 -2.3705 -0.116 0.146 0.184
F 1.6747 -2.3458 -1.8747 -0.115 0.061 -0.110
F 1.0576 -0.5190 -2.8783 -0.019 -0.141 0.041
```
Forces are in eV/Å.

Frontier orbital gap ... 7.32 eV
Maximum force ... 0.6 eV/Å
Net charge ... -1
HOMO level ... -4.30 eV



| no. | molecular weight (g mol⁻¹) |
| --- | --- |
| 1 | 456.6 |
| 2 | 108.1 |
| 3 | 632.5 |
| 4 | 103.1 |
| 5 | 1230.3 |
| 6 | 544.5 |